(1)
Below is a molecular structure, C29H46Br17N3O3S at a distorted geometry, with properties calculated with ωB97M-V/def2-TZVPD.

Geometry (Å):
N1 3.691 3.508 1.586
C1 4.468 2.378 1.091
C2 4.634 2.384 -0.421
O1 5.706 1.474 -0.712
C3 3.392 1.952 -1.202
C4 2.124 2.744 -0.956
C5 0.919 2.167 -0.687
C6 0.822 0.658 -0.669
C7 0.913 0.098 0.735
O2 -0.011 0.108 1.506
C8 -0.263 2.974 -0.411
C9 -1.580 2.302 -0.056
C10 -2.744 3.163 -0.479
O3 -3.062 3.349 -1.606
Br1 -3.752 4.040 0.949
C11 -0.198 4.325 -0.434
C12 1.029 4.955 -0.755
N2 1.222 6.271 -0.829
S1 2.797 6.453 -1.184
N3 3.237 4.921 -1.290
C13 2.180 4.166 -1.011
H1 4.163 4.390 1.449
H2 3.397 3.387 2.541
H3 3.993 1.453 1.430
H4 5.482 2.385 1.504
H5 4.978 3.369 -0.733
H6 5.388 0.771 -1.286
H7 3.220 0.918 -0.895
H8 3.613 1.923 -2.273
H9 1.580 0.217 -1.307
H10 -0.143 0.357 -1.075
H11 1.883 -0.366 1.003
H12 -1.713 1.361 -0.582
H13 -1.600 2.103 1.013
H14 -1.041 4.968 -0.218
Br2 -9.745 6.958 1.695
C14 -7.848 7.142 1.302
C15 -7.156 5.807 1.319
Br3 -6.877 5.167 3.135
H15 -7.444 7.839 2.027
H16 -7.799 7.581 0.308
H17 -6.162 5.888 0.882
H18 -7.715 5.037 0.800
Br4 -6.885 2.487 -0.292
C16 -8.118 1.212 0.502
C17 -7.714 0.864 1.909
Br5 -6.196 -0.352 1.943
H19 -8.148 0.350 -0.156
H20 -9.088 1.704 0.500
H21 -8.519 0.338 2.415
H22 -7.429 1.738 2.486
Br6 4.968 -1.526 -2.914
C18 4.246 -3.225 -2.281
C19 2.832 -3.078 -1.796
Br7 2.762 -2.231 -0.040
H23 4.921 -3.587 -1.514
H24 4.287 -3.890 -3.140
H25 2.370 -4.053 -1.663
H26 2.221 -2.473 -2.459
Br8 5.868 6.267 -0.947
C20 7.813 6.285 -0.973
C21 8.360 4.921 -0.644
Br9 8.219 4.533 1.256
H27 8.138 7.048 -0.273
H28 8.093 6.578 -1.983
H29 9.422 4.871 -0.874
H30 7.837 4.123 -1.164
Br10 -14.827 4.188 -0.005
C22 -13.960 4.432 1.717
C23 -12.543 4.915 1.568
Br11 -11.348 3.489 1.010
H31 -14.024 3.483 2.238
H32 -14.558 5.176 2.240
H33 -12.155 5.256 2.526
H34 -12.444 5.708 0.834
Br12 5.580 -5.845 0.042
C24 3.887 -6.312 0.881
C25 3.227 -7.461 0.168
Br13 2.417 -6.890 -1.506
H35 3.281 -5.411 0.892
H36 4.135 -6.591 1.902
H37 2.406 -7.861 0.761
H38 3.921 -8.261 -0.075
Br14 0.186 -10.254 -0.163
C26 0.416 -10.736 1.707
C27 -0.462 -9.909 2.606
Br15 0.235 -8.105 2.831
H39 1.470 -10.621 1.935
H40 0.145 -11.788 1.771
H41 -0.490 -10.334 3.607
H42 -1.473 -9.808 2.225
Br16 6.010 -10.490 -1.385
C28 5.604 -8.960 -2.517
C29 6.326 -9.023 -3.835
Br17 8.207 -8.566 -3.650
H43 5.860 -8.077 -1.942
H44 4.528 -8.994 -2.671
H45 5.916 -8.289 -4.525
H46 6.285 -10.009 -4.287

Forces on the atoms, in the same order (eV/Å):
N -0.494 -0.197 -0.499
C 0.252 0.355 0.451
C 0.291 -0.195 -0.071
O -0.035 0.063 -0.070
C -0.226 -0.073 0.355
C 0.517 -0.078 -0.049
C -0.040 0.033 0.075
C -0.484 -0.028 -0.173
C -0.058 0.028 0.142
O 0.066 0.018 0.022
C 0.057 -0.328 -0.070
C 0.081 0.305 0.372
C -0.105 0.068 -0.845
O -0.028 -0.072 0.445
Br 0.165 -0.052 0.193
C 0.008 0.322 -0.040
C -0.429 -0.115 0.170
N 0.633 0.054 0.016
S -1.010 -0.024 -0.097
N 0.343 -0.213 -0.143
C -0.202 0.473 -0.135
H 0.113 0.014 0.182
H 0.160 0.129 0.108
H -0.059 -0.068 -0.142
H 0.068 -0.195 -0.070
H -0.142 0.102 -0.014
H -0.021 -0.084 0.032
H 0.112 0.006 -0.062
H 0.093 0.177 -0.029
H -0.026 -0.045 0.028
H -0.029 -0.098 0.003
H -0.305 0.693 0.297
H -0.016 -0.066 -0.015
H -0.100 -0.135 0.002
H -0.110 -0.098 -0.006
Br 0.023 0.145 0.070
C -0.110 -0.016 -0.112
C 0.135 0.060 0.128
Br -0.035 -0.080 -0.055
H 0.023 -0.025 0.023
H 0.002 -0.035 -0.018
H -0.003 0.015 -0.016
H -0.022 0.011 -0.025
Br -0.007 -0.120 -0.108
C -0.032 0.203 -0.020
C 0.009 -0.183 0.050
Br 0.027 0.068 0.008
H 0.014 -0.039 0.036
H -0.001 -0.005 0.035
H -0.025 0.008 -0.025
H -0.017 0.036 -0.027
Br 0.002 -0.004 0.030
C 0.066 0.140 -0.205
C -0.027 -0.113 0.167
Br 0.317 -0.654 -0.432
H -0.044 0.011 0.015
H -0.040 -0.009 0.001
H 0.063 -0.004 -0.002
H 0.027 0.029 -0.008
Br 0.651 0.039 0.117
C -0.131 0.029 -0.108
C 0.136 -0.003 0.128
Br -0.068 -0.034 -0.028
H 0.036 -0.029 0.028
H 0.010 -0.044 -0.011
H 0.003 0.030 -0.007
H -0.025 0.015 -0.015
Br 0.021 -0.057 0.023
C -0.132 0.095 -0.121
C 0.111 -0.088 0.132
Br -0.016 -0.039 -0.075
H 0.035 -0.002 0.021
H 0.034 0.022 0.014
H -0.024 -0.011 0.016
H -0.035 0.000 -0.018
Br 0.029 0.038 0.038
C 0.164 -0.059 0.046
C -0.211 -0.002 0.035
Br 0.037 -0.089 -0.092
H -0.038 -0.017 -0.023
H -0.002 -0.045 -0.007
H -0.015 0.040 -0.001
H 0.035 0.014 0.020
Br 0.106 0.070 0.024
C -0.096 -0.091 -0.176
C 0.112 0.074 0.148
Br -0.051 0.007 -0.038
H 0.002 0.002 0.041
H -0.031 0.008 0.042
H 0.022 -0.019 -0.005
H 0.001 -0.012 -0.031
Br 0.024 0.051 0.042
C -0.155 -0.174 0.045
C 0.127 0.143 -0.028
Br -0.008 -0.058 0.000
H 0.019 0.067 -0.032
H 0.007 0.023 -0.053
H -0.039 0.006 0.025
H -0.029 -0.017 0.016

M	1875.14	g/mol
DFT total energy	-1242990.3246	eV
multiplicity	1
LUMO level	-0.0129	Eh

---

(2)
Below is a molecular structure, C29H46BrCrN7O4PS3Sb, with properties calculated with ωB97M-V/def2-TZVPD.

Geometry (Å):
Cr1 -0.908 -0.340 1.017
N1 -1.313 1.641 1.749
C1 -1.685 2.419 0.554
C2 -2.142 3.835 0.867
C3 -1.255 4.557 1.892
C4 0.211 4.803 1.485
N2 1.092 3.648 1.312
C5 1.694 2.949 2.269
N3 2.560 1.997 1.944
N4 1.450 3.193 3.571
C6 -2.708 1.534 -0.185
O1 -3.644 2.031 -0.772
O2 -2.431 0.258 -0.118
H1 -2.105 1.627 2.388
H2 -0.536 2.052 2.249
H3 -0.817 2.439 -0.106
H4 -3.170 3.794 1.237
H5 -2.166 4.416 -0.056
H6 -1.307 4.042 2.857
H7 -1.672 5.552 2.068
H8 0.672 5.483 2.208
H9 0.222 5.319 0.525
H10 1.261 3.295 0.365
H11 2.530 1.670 0.972
H12 2.738 1.282 2.644
H13 0.788 3.897 3.842
H14 1.704 2.483 4.243
Br1 -4.308 0.034 3.433
C7 -2.793 -0.932 4.045
C8 -2.931 -1.902 5.025
C9 -1.765 -2.422 5.565
C10 -0.533 -1.945 5.135
C11 -0.519 -1.027 4.103
N5 -1.638 -0.560 3.537
C12 0.746 -0.472 3.470
O3 1.661 -0.067 4.188
O4 0.722 -0.423 2.197
H15 -3.908 -2.209 5.366
H16 -1.820 -3.176 6.339
H17 0.397 -2.273 5.578
S1 2.567 1.154 -6.432
C13 2.558 1.428 -4.798
S2 1.169 0.995 -3.845
C14 1.996 1.457 -2.379
N6 3.176 1.924 -2.595
N7 3.492 1.930 -3.944
C15 4.788 2.462 -4.243
C16 5.649 2.727 -3.176
C17 6.908 3.250 -3.414
C18 7.332 3.518 -4.708
C19 6.472 3.258 -5.760
C20 5.204 2.736 -5.541
S3 1.273 1.271 -0.824
H18 5.324 2.523 -2.170
H19 7.561 3.449 -2.574
H20 8.318 3.924 -4.890
H21 6.781 3.462 -6.777
H22 4.552 2.548 -6.375
C21 -6.724 -2.531 -1.193
Sb1 -5.150 -1.133 -0.648
C22 -4.308 -2.559 0.750
C23 -3.926 -1.777 -2.296
H23 -6.333 -3.543 -1.305
H24 -7.166 -2.221 -2.140
H25 -7.511 -2.534 -0.439
H26 -4.272 -3.549 0.295
H27 -4.932 -2.604 1.640
H28 -3.302 -2.248 1.038
H29 -3.819 -2.862 -2.270
H30 -2.953 -1.294 -2.231
H31 -4.403 -1.494 -3.233
C24 1.180 -3.712 1.869
C25 1.358 -3.043 0.508
P1 -0.214 -2.387 -0.164
C26 -1.319 -3.852 -0.202
C27 -0.800 -5.080 -0.944
C28 0.128 -2.038 -1.937
C29 1.296 -2.748 -2.616
H32 2.147 -3.908 2.332
H33 0.654 -4.664 1.777
H34 0.606 -3.082 2.550
H35 1.804 -3.738 -0.204
H36 2.026 -2.182 0.590
H37 -2.251 -3.504 -0.652
H38 -1.553 -4.096 0.838
H39 -0.698 -4.881 -2.010
H40 -1.500 -5.909 -0.831
H41 0.169 -5.409 -0.566
H42 0.292 -0.962 -1.986
H43 -0.811 -2.224 -2.467
H44 2.247 -2.455 -2.171
H45 1.324 -2.460 -3.668
H46 1.219 -3.834 -2.573

Forces on the atoms, in the same order (eV/Å):
Cr -0.154 0.652 0.092
N 0.061 0.194 -0.166
C -0.039 -0.110 0.037
C 0.072 0.017 0.061
C 0.106 -0.110 -0.110
C -0.098 0.050 0.068
N -0.008 0.045 -0.056
C 0.010 -0.029 0.022
N 0.010 -0.097 0.253
N -0.040 -0.036 -0.051
C 0.060 -0.027 -0.075
O 0.015 0.018 -0.068
O -0.016 0.012 -0.030
H 0.075 -0.201 0.049
H 0.017 -0.010 0.026
H 0.045 -0.013 0.026
H -0.001 0.103 0.023
H -0.087 -0.063 -0.048
H 0.035 0.020 0.015
H -0.029 -0.012 0.023
H 0.015 0.020 -0.031
H 0.015 0.037 0.016
H -0.029 -0.031 0.078
H 0.008 -0.008 -0.027
H -0.079 -0.003 -0.027
H -0.041 -0.037 0.003
H 0.042 0.039 0.001
Br -0.019 -0.153 -0.135
C 0.016 0.038 0.065
C 0.014 0.046 0.054
C 0.005 0.011 -0.010
C 0.019 0.061 0.098
C 0.029 -0.094 -0.223
N -0.115 -0.129 0.231
C 0.022 0.155 -0.050
O 0.030 0.042 0.039
O 0.102 -0.046 0.059
H -0.002 0.001 0.003
H 0.000 -0.001 0.003
H 0.006 -0.015 -0.017
S -0.003 0.021 -0.028
C 0.082 -0.044 0.039
S -0.018 -0.019 0.066
C 0.018 -0.008 -0.092
N -0.035 0.034 0.040
N -0.025 0.031 -0.045
C 0.041 -0.009 0.006
C -0.003 -0.052 0.023
C 0.013 0.006 -0.023
C -0.009 -0.008 0.014
C -0.002 0.003 0.002
C -0.010 0.042 -0.025
S 0.016 -0.099 -0.063
H 0.013 0.003 -0.007
H 0.003 -0.005 0.004
H 0.005 0.001 -0.001
H -0.004 0.008 -0.003
H -0.017 -0.013 0.002
C -0.010 0.089 -0.019
Sb -0.171 -0.262 0.040
C 0.002 0.114 -0.040
C 0.019 0.068 0.045
H 0.033 0.006 0.007
H -0.012 -0.007 0.001
H 0.008 -0.011 0.015
H 0.003 0.023 0.014
H -0.042 0.017 0.069
H -0.030 -0.005 0.042
H -0.001 -0.015 -0.021
H -0.004 0.013 -0.006
H 0.010 0.017 -0.007
C -0.037 -0.005 -0.024
C 0.019 0.108 0.092
P 0.100 -0.466 -0.362
C 0.078 0.015 0.015
C -0.030 0.043 0.005
C -0.071 0.109 -0.013
C -0.032 0.006 0.001
H 0.002 -0.007 -0.002
H 0.002 -0.005 0.003
H 0.001 0.003 0.007
H 0.002 0.004 -0.016
H 0.012 -0.012 0.001
H 0.031 -0.014 0.036
H -0.051 0.006 -0.023
H 0.017 -0.004 -0.010
H 0.007 -0.012 -0.005
H 0.008 -0.010 -0.002
H -0.035 0.015 -0.014
H -0.001 -0.044 0.015
H 0.004 0.001 0.003
H 0.030 0.006 0.001
H 0.005 -0.010 0.020

M	937.57	g/mol
DFT total energy	-196240.3354	eV
multiplicity	5
⟨S²⟩	6.01
LUMO level (spin up / spin down)	-0.0059 / -0.0075	Eh

---

(3)
Below is a molecular structure, C29H46BrN3P2Sn at a distorted geometry, with properties calculated with ωB97M-V/def2-TZVPD.

Geometry (Å):
N1 0.263 5.142 -3.105
C1 0.531 5.724 -1.925
C2 1.813 5.732 -1.357
C3 2.798 4.938 -1.996
C4 2.592 4.649 -3.375
C5 1.277 4.694 -3.860
C6 3.797 4.230 -1.233
Sn1 0.924 -0.606 -0.200
P1 -1.098 -3.086 1.711
C7 4.200 3.002 -1.707
C8 4.216 1.809 -0.950
C9 4.187 0.589 -1.683
C10 3.520 -0.498 -1.141
C11 2.977 -0.218 0.097
C12 3.236 0.800 0.987
C13 3.911 1.878 0.442
Br1 1.781 -2.663 1.217
H1 4.078 4.552 -0.224
H2 4.437 2.871 -2.764
H3 1.984 6.147 -0.362
H4 3.392 4.225 -3.979
H5 -0.320 6.181 -1.405
H6 1.030 4.324 -4.871
H7 4.529 0.538 -2.714
H8 4.060 2.779 1.043
H9 3.309 -1.432 -1.660
H10 2.881 0.779 2.012
P2 -1.169 -0.424 -2.145
C14 -0.409 -2.659 3.403
C15 -0.036 -3.769 4.354
H11 -1.164 -2.003 3.859
H12 0.492 -2.045 3.229
H13 0.260 -3.320 5.314
H14 -0.863 -4.456 4.560
H15 0.829 -4.347 4.009
C16 -0.857 -4.802 1.021
C17 -0.904 -5.942 2.020
H16 0.084 -4.821 0.428
H17 -1.669 -4.894 0.270
H18 -0.412 -6.821 1.581
H19 -0.420 -5.691 2.967
H20 -1.916 -6.276 2.288
C18 -2.907 -3.113 2.103
C19 -3.309 -3.948 3.305
H21 -3.403 -3.470 1.190
H22 -3.183 -2.054 2.251
H23 -4.399 -4.070 3.316
H24 -2.874 -4.952 3.275
H25 -3.023 -3.478 4.253
C20 -3.001 -0.360 -1.913
C21 -3.559 -1.254 -0.804
H26 -3.437 -0.625 -2.888
H27 -3.277 0.686 -1.707
H28 -4.653 -1.172 -0.762
H29 -3.330 -2.316 -0.943
H30 -3.168 -0.953 0.174
C22 -0.918 -1.961 -3.116
C23 0.531 -2.244 -3.553
H31 -1.609 -1.904 -3.974
H32 -1.270 -2.802 -2.492
H33 0.581 -3.223 -4.058
H34 0.913 -1.499 -4.269
H35 1.203 -2.272 -2.675
C24 -0.720 0.972 -3.260
C25 -1.377 2.296 -2.900
H36 -0.943 0.656 -4.287
H37 0.375 1.069 -3.196
H38 -0.954 3.122 -3.477
H39 -2.457 2.295 -3.080
H40 -1.200 2.539 -1.846
C26 -0.493 3.226 4.084
N2 -0.444 2.526 2.803
C27 -1.436 2.580 1.829
C28 -1.046 1.740 0.829
N3 0.150 1.111 1.186
C29 0.505 1.651 2.367
H41 -0.523 4.318 3.958
H42 -1.395 2.949 4.653
H43 0.394 2.966 4.670
H44 -2.314 3.206 1.919
H45 -1.559 1.524 -0.096
H46 1.373 1.423 2.982

Forces on the atoms, in the same order (eV/Å):
N -0.130 0.343 0.128
C 0.378 0.038 -0.579
C 0.005 -1.132 -0.060
C -0.443 1.391 -1.349
C -0.929 -0.434 0.470
C 0.764 0.407 0.445
C 1.004 -0.840 -0.144
Sn -2.428 -1.135 1.581
P -1.273 1.229 -0.638
C 1.083 1.776 -0.414
C 0.437 -0.133 0.835
C -0.040 -0.133 0.251
C 0.933 0.991 -0.040
C 0.267 -0.974 0.276
C 0.749 0.670 -0.188
C -0.203 -0.812 -0.171
Br 1.109 0.339 -0.878
H -0.845 -0.273 -0.117
H -0.968 0.011 0.045
H -0.077 -0.191 -0.243
H -0.275 0.074 0.111
H 0.388 -0.163 -0.222
H 0.152 0.317 0.602
H 0.035 0.254 0.167
H 0.071 -0.287 -0.405
H 0.173 0.252 -0.022
H 0.196 -0.068 -0.311
P -0.344 -0.314 -0.701
C 0.245 0.085 -0.452
C 0.228 -0.211 0.855
H -0.025 -0.177 -0.210
H -0.634 -0.177 0.175
H -0.066 -0.171 -0.162
H 0.211 0.163 -0.033
H -0.193 0.098 -0.033
C 0.225 0.447 -0.212
C 0.012 -1.024 0.200
H -0.513 0.057 0.553
H 0.297 0.123 0.382
H -0.025 0.156 0.258
H 0.100 -0.229 -0.417
H 0.247 0.236 -0.331
C 0.430 0.103 -0.108
C -0.537 -0.293 0.286
H -0.009 0.139 0.212
H -0.095 -0.356 -0.069
H 0.158 0.015 0.137
H -0.195 0.376 0.077
H -0.019 -0.083 -0.211
C -0.060 0.277 0.375
C -0.094 -0.137 0.229
H 0.225 0.101 0.098
H 0.143 -0.289 -0.137
H 0.289 0.072 -0.103
H 0.078 0.220 -0.055
H -0.035 -0.099 -0.176
C 0.203 -0.394 0.269
C -0.081 0.079 -0.159
H 0.249 0.077 0.188
H 0.038 0.350 -0.129
H 0.024 0.376 0.313
H -0.142 -0.156 0.304
H -0.161 -0.106 -0.344
C 0.404 -0.258 0.098
C -0.196 0.255 0.107
H -0.060 0.017 0.145
H -0.184 -0.027 -0.093
H -0.062 -0.198 0.078
H 0.193 -0.077 0.038
H -0.045 0.102 -0.206
C 0.007 0.330 0.574
N 0.022 -0.699 -1.096
C 0.592 -0.133 0.000
C 0.105 -0.255 0.668
N -0.123 0.555 0.169
C -1.108 0.159 0.280
H 0.132 -0.393 -0.231
H 0.372 -0.137 -0.326
H -0.230 0.033 -0.150
H 0.231 -0.079 0.047
H 0.067 -0.038 0.210
H -0.426 -0.012 -0.312

M	697.27	g/mol
DFT total energy	-129722.0409	eV
multiplicity	1
charge	+2
LUMO level (spin up / spin down)	-0.2943 / -0.2906	Eh